Record 1
A molecular structure, C49H47BrN6O4PScTe in a non-equilibrium geometry, computed with wB97M-V/def2-TZVPD.

Its max |F| is 1.02 eV/Å. The LUMO energy comes out at -5.9205 eV. The gap between HOMO and LUMO is 6.383 eV. The calculation puts the calculated total energy at -176021.3757 eV. The energy above the lowest of the compared OMol25 structures with the same formula, charge and spin comes out at 0.0 kJ/mol. The charge is +2.

```
110
C49H47BrN6O4PScTe wB97M-V/def2-TZVPD
Sc -0.5616 -0.4995 0.3427
C -2.1966 -2.1724 -1.9280
O -2.2959 -1.4521 -0.6636
C -3.5545 -0.9144 -0.3673
C -4.7319 -1.5843 -0.6362
C -5.9276 -0.9349 -0.3717
Br -7.5482 -1.8157 -0.7215
C -5.9374 0.3661 0.1047
C -4.7426 1.0169 0.3952
C -3.5476 0.3400 0.2043
O -2.3157 0.8756 0.5329
C -4.6854 2.4417 0.7235
N -3.6236 3.1568 0.4336
C -3.9931 4.4794 0.6816
C -3.3163 5.6795 0.4543
C -3.9553 6.8530 0.7914
C -5.2508 6.8551 1.3397
C -5.9518 5.6855 1.5293
C -5.3011 4.5073 1.1735
N -5.7203 3.1861 1.1786
H -2.7655 -3.0949 -1.8784
H -1.1428 -2.3957 -2.0742
H -2.5597 -1.5319 -2.7284
H -4.7437 -2.5846 -1.0453
H -6.8805 0.8859 0.2075
H -2.4107 1.8848 0.5109
H -2.3394 5.6946 -0.0045
H -3.4560 7.7968 0.6184
H -5.7108 7.7987 1.6013
H -6.9612 5.6875 1.9203
H -6.5980 2.8437 1.5309
C 6.0557 1.5682 -0.9198
C 4.7504 0.8379 -0.7457
C 4.7003 -0.4750 -0.2980
C 3.5047 -1.1762 -0.1261
C 3.5086 -2.5423 0.4979
O 2.5911 -2.8664 1.2323
C 4.6506 -3.4589 0.2529
C 5.0697 -4.2901 1.2882
C 6.1232 -5.1659 1.0904
C 6.7425 -5.2355 -0.1519
C 6.3117 -4.4255 -1.1953
C 5.2765 -3.5277 -0.9908
C 2.3046 -0.5342 -0.4237
O 1.0679 -1.1098 -0.3177
C 2.3478 0.8004 -0.8339
C 3.5392 1.4794 -1.0015
C 0.9737 1.3607 -0.9304
N 0.2747 1.5195 0.1511
C 0.9107 1.4593 1.4891
C 1.3990 2.8231 1.9874
Te 0.1689 4.5045 1.5158
C 1.0666 4.7219 -0.3842
C 2.4232 5.0300 -0.4713
C 3.0364 5.1230 -1.7145
C 2.2993 4.9164 -2.8750
C 0.9438 4.6309 -2.7909
C 0.3268 4.5332 -1.5479
C 0.2871 1.3688 -2.2302
C 0.9554 0.9281 -3.3757
C 0.2827 0.8404 -4.5831
C -1.0583 1.1973 -4.6608
C -1.7236 1.6707 -3.5327
C -1.0558 1.7622 -2.3250
H 6.9052 0.9206 -0.7116
H 6.1123 2.4271 -0.2491
H 6.1548 1.9431 -1.9393
H 5.6250 -0.9775 -0.0401
H 4.5751 -4.2327 2.2501
H 6.4609 -5.7986 1.9006
H 7.5622 -5.9238 -0.3101
H 6.7836 -4.4929 -2.1664
H 4.9401 -2.8973 -1.8054
H 3.5232 2.5184 -1.3172
H 1.7657 0.7792 1.5131
H 0.1402 1.0801 2.1872
H 2.3700 3.0184 1.5344
H 1.5166 2.8061 3.0697
H 2.9989 5.2260 0.4257
H 4.0864 5.3811 -1.7771
H 2.7793 4.9927 -3.8422
H 0.3607 4.4862 -3.6921
H -0.7340 4.3122 -1.4922
H 2.0000 0.6512 -3.3192
H 0.8034 0.4931 -5.4658
H -1.5815 1.1274 -5.6059
H -2.7541 1.9956 -3.6066
H -1.5451 2.2120 -1.4731
C 0.3640 -5.5842 2.3834
N -0.0668 -4.7552 3.5096
C -1.4721 -5.0283 3.8019
N -2.3459 -4.8129 2.6435
C -1.8714 -5.6402 1.5356
N -0.4716 -5.3952 1.1901
C -0.2734 -4.0892 0.5984
P -0.7523 -2.7304 1.8012
C 0.1948 -3.3462 3.2978
C -2.4279 -3.4077 2.2856
H 0.2932 -6.6290 2.6836
H 1.3993 -5.3485 2.1365
H -1.8026 -4.3916 4.6229
H -1.5649 -6.0692 4.1086
H -2.4945 -5.4552 0.6579
H -1.9775 -6.6865 1.8189
H -0.8735 -4.0041 -0.3093
H 0.7728 -3.9410 0.3409
H -0.1277 -2.7736 4.1680
H 1.2541 -3.1719 3.1284
H -3.1295 -3.2734 1.4588
H -2.8055 -2.8373 3.1361
```

=====

Record 2
A molecular structure, C49H47ClF6N3O6STa, computed with wB97M-V/def2-TZVPD.

Its max |F| is 0.52 eV/Å. The LUMO energy comes out at -6.4577 eV. The gap between HOMO and LUMO is 5.956 eV. The calculation puts the calculated total energy at -109536.3730 eV. The energy above the lowest of the compared OMol25 structures with the same formula, charge and spin comes out at 62.7 kJ/mol. The charge is +2.

```
114
C49H47ClF6N3O6STa wB97M-V/def2-TZVPD
Ta 0.1599 -0.0172 -0.0886
F -5.1710 1.9425 -4.4625
C -4.0203 1.9409 -3.8149
C -3.7421 0.9414 -2.8946
F -4.6139 -0.0295 -2.6633
C -2.5284 0.9739 -2.2411
F -2.2174 -0.0076 -1.3683
C -1.5737 1.9426 -2.4556
S -0.0288 1.9110 -1.6294
C -1.8710 2.9268 -3.3903
F -0.9794 3.8795 -3.6654
C -3.0815 2.9342 -4.0620
F -3.3455 3.8836 -4.9456
C -1.4542 -1.6457 -3.8370
C -1.7587 -2.5897 -2.7034
C -2.8639 -3.4305 -2.7783
C -3.0962 -4.3851 -1.8040
C -2.2137 -4.5284 -0.7458
C -1.1097 -3.6959 -0.6143
C -0.1498 -3.8928 0.5279
C -0.9271 -2.7213 -1.5949
N 0.2069 -1.8084 -1.4877
C 1.2922 -2.1172 -2.0931
C 1.5135 -3.3760 -2.8555
C 2.4065 -1.1049 -2.0397
C 3.6595 -1.3954 -2.7944
N 2.1753 -0.0514 -1.3562
C 3.1763 1.0003 -1.3495
C 4.0720 1.0683 -0.2753
C 4.1451 -0.0058 0.7756
C 5.0046 2.1003 -0.2753
C 5.0474 3.0295 -1.3051
C 4.1881 2.8997 -2.3818
C 3.2575 1.8633 -2.4465
C 2.5069 1.6474 -3.7344
H -2.3719 -1.3350 -4.3348
H -0.8416 -2.1440 -4.5939
H -0.9149 -0.7507 -3.5229
H -3.5380 -3.3388 -3.6211
H -3.9576 -5.0354 -1.8783
H -2.3789 -5.2972 -0.0019
H -0.3742 -4.8266 1.0395
H -0.2086 -3.0871 1.2617
H 0.8891 -3.9331 0.1921
H 0.6549 -4.0370 -2.8055
H 2.3902 -3.8914 -2.4574
H 1.7304 -3.1462 -3.9010
H 4.0733 -2.3488 -2.4614
H 4.4053 -0.6188 -2.6580
H 3.4429 -1.4985 -3.8595
H 4.4586 -0.9539 0.3298
H 3.1957 -0.1958 1.2666
H 4.8856 0.2540 1.5305
H 5.7343 2.1449 0.5253
H 5.7879 3.8195 -1.2957
H 4.2634 3.5833 -3.2191
H 2.2495 2.6021 -4.1912
H 1.5890 1.0796 -3.6088
H 3.1482 1.1160 -4.4431
C -0.1574 4.6766 3.4384
O -0.0288 3.7489 2.3437
C 0.0981 4.3415 1.1156
C -1.0049 4.8995 0.4821
C -0.8840 5.4899 -0.7629
C 0.3527 5.5324 -1.3966
C 1.4539 4.9837 -0.7743
C 1.3292 4.3790 0.4746
N 2.5611 4.0189 1.1044
C 2.9625 3.2164 2.0460
C 2.3671 2.1654 2.8131
C 2.9341 2.0052 4.0939
C 2.4492 1.0729 4.9809
C 1.4098 0.2416 4.5733
C 0.8819 0.3302 3.2969
C 1.3538 1.2783 2.4000
O 0.9105 1.3175 1.1314
H -0.3099 4.0781 4.3317
H -1.0079 5.3408 3.2853
H 0.7531 5.2704 3.5389
H -1.9584 4.8829 0.9959
H -1.7518 5.9309 -1.2352
H 0.4569 5.9987 -2.3658
H 2.4269 5.0208 -1.2501
H 3.3122 4.6018 0.7513
H 3.9899 3.4283 2.3280
H 3.7501 2.6550 4.3875
H 2.8780 0.9786 5.9679
H 1.0228 -0.5077 5.2523
H 0.1143 -0.3578 2.9764
O -1.9867 1.8225 1.0548
H -1.6579 2.4769 1.6861
H -2.8810 2.0938 0.8202
F 1.3632 -1.1948 0.8116
C -1.6070 -3.7319 4.4115
C -2.6416 -4.2246 3.4345
C -2.6834 -5.5770 3.0982
C -3.6732 -6.0719 2.2687
Cl -3.6740 -7.7562 1.8569
C -4.6608 -5.2418 1.7619
C -4.6215 -3.8949 2.0725
C -3.6167 -3.3956 2.8856
O -3.6902 -2.0405 3.2048
C -2.6452 -1.2372 2.7478
C -2.5020 -1.2553 1.2421
O -3.2953 -1.5983 0.4405
O -1.2331 -0.7911 0.8621
H -1.2583 -4.5550 5.0326
H -2.0214 -2.9657 5.0681
H -0.7274 -3.3173 3.9077
H -1.9508 -6.2561 3.5160
H -5.4434 -5.6455 1.1347
H -5.3673 -3.2121 1.6896
H -1.6851 -1.4862 3.2031
H -2.8826 -0.2063 3.0224
```

=====

Record 3
A molecular structure, C49H47CsN6O3P2S, computed with wB97M-V/def2-TZVPD.

Its max |F| is 0.80 eV/Å. The LUMO energy comes out at 0.1272 eV. The gap between HOMO and LUMO is 6.775 eV. The calculation puts the calculated total energy at -96621.2105 eV. The energy above the lowest of the compared OMol25 structures with the same formula, charge and spin comes out at 51.4 kJ/mol. The charge is 0.

```
109
C49H47CsN6O3P2S wB97M-V/def2-TZVPD
Cs -2.6636 -0.5920 -1.4540
C -5.9419 -3.5141 1.4373
C -5.2150 -2.4272 0.6831
N -4.7622 -2.5885 -0.5124
N -5.0710 -3.7495 -1.1236
C -4.3473 -4.0997 -2.1713
N -4.9302 -5.1086 -2.8926
S -2.8234 -3.5590 -2.7410
C -5.0803 -1.1179 1.3787
C -5.4284 -1.0321 2.7354
C -5.3902 0.1851 3.3864
C -4.9902 1.3126 2.6892
C -4.6233 1.1498 1.3652
N -4.6785 -0.0156 0.7248
H -6.1111 -4.3522 0.7700
H -6.9014 -3.1599 1.8174
H -5.3504 -3.8669 2.2857
H -5.7166 -5.5718 -2.4674
H -4.3245 -5.6446 -3.4916
H -5.7340 -1.9108 3.2810
H -5.6704 0.2525 4.4306
H -4.9461 2.2869 3.1541
H -4.2689 1.9997 0.7915
C 6.5106 0.6998 2.1796
C 5.6873 1.2113 0.9848
C 6.4219 2.3807 0.3068
C 5.5100 0.0846 -0.0171
C 6.6487 -0.4682 -0.5986
C 6.5705 -1.4883 -1.5199
C 5.3183 -1.9646 -1.8749
C 4.1488 -1.4400 -1.3323
P 2.6573 -2.2428 -2.0590
C 1.9469 -0.8622 -3.0395
C 1.3436 0.2711 -2.4937
C 1.0233 1.3527 -3.2989
C 1.3076 1.3226 -4.6592
C 1.8774 0.1889 -5.2181
C 2.1874 -0.8998 -4.4097
C 1.5952 -2.5401 -0.6082
C 2.1769 -3.2150 0.4694
C 1.4031 -3.6700 1.5240
C 0.0268 -3.4730 1.5180
C -0.5584 -2.7997 0.4612
C 0.2318 -2.3253 -0.5843
C 4.2622 -0.4079 -0.3815
O 3.0955 0.0945 0.1505
C 3.1397 1.1346 1.0520
C 1.9120 1.6204 1.5357
C 1.9145 2.6664 2.4443
C 3.0986 3.2341 2.8810
C 4.2928 2.7405 2.3975
C 4.3390 1.6941 1.4801
P 0.3370 0.8588 0.9871
C -0.1099 -0.1052 2.4799
C 0.8427 -0.5536 3.3863
C 0.4741 -1.3508 4.4630
C -0.8534 -1.7012 4.6504
C -1.8127 -1.2604 3.7460
C -1.4418 -0.4787 2.6663
C -0.8321 2.2699 1.1578
C -1.2403 2.8960 -0.0142
C -2.1271 3.9652 0.0213
C -2.6196 4.4170 1.2352
C -2.2307 3.7862 2.4132
C -1.3524 2.7179 2.3725
H 7.4900 0.3535 1.8565
H 5.9971 -0.1300 2.6659
H 6.6619 1.4899 2.9140
H 7.3994 2.0677 -0.0569
H 6.5740 3.2007 1.0061
H 5.8436 2.7525 -0.5391
H 7.6183 -0.0833 -0.3137
H 7.4640 -1.9092 -1.9582
H 5.2307 -2.7694 -2.5933
H 1.1346 0.3070 -1.4329
H 0.5678 2.2292 -2.8626
H 1.0803 2.1786 -5.2811
H 2.0952 0.1534 -6.2774
H 2.6513 -1.7785 -4.8404
H 3.2473 -3.3963 0.4680
H 1.8755 -4.1864 2.3490
H -0.5800 -3.8326 2.3368
H -1.6288 -2.6161 0.4604
H -0.2869 -1.8165 -1.3914
H 0.9703 3.0472 2.8138
H 3.0872 4.0501 3.5888
H 5.2207 3.1806 2.7343
H 1.8826 -0.2824 3.2580
H 1.2300 -1.6920 5.1574
H -1.1406 -2.3163 5.4920
H -2.8526 -1.5280 3.8750
H -2.2060 -0.1431 1.9725
H -0.8893 2.5289 -0.9671
H -2.4403 4.4356 -0.9005
H -3.3098 5.2487 1.2664
H -2.6183 4.1283 3.3643
H -1.0721 2.2153 3.2936
C -3.0143 3.9146 -3.9890
O -2.7355 2.7867 -4.8168
C -2.3450 1.6883 -4.1474
O -2.2119 1.6486 -2.9402
N -2.1292 0.6648 -5.0122
N -1.6104 -0.5308 -4.5387
H -3.3457 4.6973 -4.6653
H -2.1175 4.2273 -3.4550
H -3.7951 3.6785 -3.2672
H -2.2475 0.9105 -5.9903
H -0.6663 -0.6911 -4.8752
H -2.2327 -1.3177 -4.6928
```

=====

Record 4
A molecular structure, C49H47CsN6O3P2S in a non-equilibrium geometry, computed with wB97M-V/def2-TZVPD.

Its max |F| is 1.58 eV/Å. The LUMO energy comes out at 0.1266 eV. The gap between HOMO and LUMO is 6.821 eV. The calculation puts the calculated total energy at -96620.7868 eV. The energy above the lowest of the compared OMol25 structures with the same formula, charge and spin comes out at 92.3 kJ/mol. The charge is 0.

```
109
C49H47CsN6O3P2S wB97M-V/def2-TZVPD
Cs 0.8457 -0.7986 -0.0574
C 3.5837 0.5250 4.0973
C 3.0277 -0.1332 2.8637
N 2.6695 0.5009 1.8001
N 2.9304 1.8440 1.8043
C 2.2427 2.5946 0.9667
N 2.8159 3.8364 0.8037
S 0.7678 2.3454 0.0926
C 2.9536 -1.6284 2.8837
C 3.2271 -2.3214 4.0730
C 3.2161 -3.7048 4.0800
C 2.9308 -4.3796 2.9067
C 2.6488 -3.6276 1.7751
N 2.6640 -2.3010 1.7580
H 3.7727 1.5742 3.8957
H 4.5083 0.0452 4.4233
H 2.8700 0.4560 4.9244
H 3.5363 4.0686 1.4686
H 2.2137 4.5701 0.4858
H 3.4456 -1.7774 4.9790
H 3.4283 -4.2448 4.9939
H 2.9141 -5.4602 2.8542
H 2.3901 -4.1213 0.8409
C -8.4756 -3.6092 1.3949
C -7.4796 -3.6362 0.2214
C -8.0453 -4.4978 -0.9222
C -7.2598 -2.2218 -0.2761
C -8.3510 -1.5071 -0.7780
C -8.2266 -0.2162 -1.2343
C -6.9788 0.3868 -1.1918
C -5.8582 -0.2797 -0.7126
P -4.3273 0.7183 -0.8383
C -3.4277 -0.2478 -2.1083
C -2.8068 -1.4803 -1.9194
C -2.3503 -2.2122 -3.0031
C -2.4906 -1.7214 -4.2935
C -3.0809 -0.4817 -4.4982
C -3.5432 0.2493 -3.4102
C -3.5641 0.4574 0.7883
C -4.4289 0.6334 1.8758
C -3.9612 0.6446 3.1762
C -2.6028 0.5025 3.4224
C -1.7358 0.3373 2.3565
C -2.2097 0.2891 1.0486
C -6.0186 -1.6002 -0.2466
O -4.8927 -2.2300 0.2358
C -4.9689 -3.5244 0.6830
C -3.7755 -4.1131 1.1482
C -3.8297 -5.4232 1.6143
C -5.0098 -6.1430 1.6293
C -6.1619 -5.5392 1.1734
C -6.1691 -4.2338 0.6952
P -2.1899 -3.1753 1.2169
C -2.0029 -2.9123 3.0174
C -3.0711 -2.9072 3.9076
C -2.8755 -2.5742 5.2418
C -1.6113 -2.2541 5.7066
C -0.5334 -2.2665 4.8296
C -0.7297 -2.5847 3.4965
C -0.9338 -4.4938 0.9305
C -0.4581 -4.6389 -0.3727
C 0.4699 -5.6251 -0.6805
C 0.9529 -6.4639 0.3106
C 0.5207 -6.3050 1.6196
C -0.4098 -5.3255 1.9283
H -9.4341 -3.1923 1.0793
H -8.0906 -2.9995 2.2135
H -8.6578 -4.6156 1.7752
H -8.9910 -4.0947 -1.2857
H -8.2292 -5.5192 -0.5834
H -7.3453 -4.5367 -1.7579
H -9.3224 -1.9855 -0.8030
H -9.0836 0.3235 -1.6162
H -6.8614 1.4076 -1.5345
H -2.6936 -1.8635 -0.9190
H -1.8819 -3.1776 -2.8366
H -2.1384 -2.3030 -5.1384
H -3.1936 -0.0877 -5.5017
H -4.0206 1.2105 -3.5680
H -5.4904 0.7700 1.7007
H -4.6600 0.7731 3.9945
H -2.2161 0.5126 4.4340
H -0.6801 0.2083 2.5637
H -1.4598 0.1405 0.2772
H -2.9282 -5.8934 1.9720
H -5.0299 -7.1606 1.9983
H -7.0939 -6.0920 1.1876
H -4.0679 -3.1562 3.5617
H -3.7209 -2.5695 5.9199
H -1.4579 -1.9943 6.7473
H 0.4635 -2.0212 5.1769
H 0.1228 -2.5848 2.8235
H -0.7974 -3.9594 -1.1513
H 0.8263 -5.7293 -1.6991
H 1.6761 -7.2332 0.0663
H 0.9123 -6.9428 2.4031
H -0.7251 -5.1817 2.9512
C 1.7008 -3.7640 -3.9972
O 1.4184 -2.4038 -4.3416
C 0.8682 -1.6679 -3.3519
O 0.6178 -2.0993 -2.2463
N 0.6585 -0.4024 -3.7687
N 0.0267 0.5000 -2.9243
H 2.2165 -4.1836 -4.8548
H 0.7759 -4.3107 -3.8133
H 2.3329 -3.8116 -3.1122
H 0.8874 -0.2117 -4.7262
H -0.8739 0.7633 -3.2929
H 0.6149 1.2922 -2.6989
```